(one)
Computed, not measured: a single C8H10 molecule, with ωB97M-V with the def2-TZVPD basis set.

Last columns: bonded neighbours and bond lengths (Å).
CARTESIAN COORDINATES (ANGSTROEM)
1 C 1.8947 -0.4089 2.1438  C2 1.199, C8 1.478
2 C 1.9386 0.7628 1.8931  C1 1.199, C3 1.469
3 C 1.3470 1.9837 1.3289  C2 1.469, C4 1.609, H9 1.069, H10 1.044
4 C 0.6638 1.5929 -0.0740  C3 1.609, C5 1.532, H11 1.025, H12 1.056
5 C -0.3713 0.4634 -0.0556  C4 1.532, C6 1.601, H13 1.084, H14 1.158
6 C 0.1996 -1.0008 -0.3603  C5 1.601, C7 1.506, H15 1.038, H16 1.067
7 C 0.6232 -1.9789 0.7033  C6 1.506, C8 1.378, H17 1.016
8 C 1.2785 -1.7278 1.8886  C1 1.478, C7 1.378, H18 1.132
9 H 2.0618 2.7768 1.2741  C3 1.069
10 H 0.6110 2.3247 1.9866  C3 1.044
11 H 0.2448 2.4279 -0.4952  C4 1.025
12 H 1.4872 1.3247 -0.6786  C4 1.056
13 H -1.0234 0.5262 0.8083  C5 1.084
14 H -0.9727 0.7512 -1.0027  C5 1.158
15 H 1.0920 -0.7977 -0.8510  C6 1.038
16 H -0.5055 -1.4818 -1.0008  C6 1.067
17 H 0.3179 -2.9352 0.5445  C7 1.016
18 H 1.5150 -2.5487 2.6311  C8 1.132

Results
net charge	0
Kohn-Sham gap	9.65	eV

***

(two)
Computed, not measured: a single C8H10 molecule, with ωB97M-V with the def2-TZVPD basis set.

Last columns: bonded neighbours and bond lengths (Å).
CARTESIAN COORDINATES (ANGSTROEM)
1 C 1.6139 -0.8320 -1.3311  C2 1.537, H9 1.141, H10 1.124, H11 1.135
2 C 2.0380 0.2600 -0.3355  C1 1.537, C3 1.335, H12 1.102
3 C 1.1818 1.0020 0.3706  C2 1.335, C4 1.454, H13 1.096
4 C -0.2032 0.8089 0.7705  C3 1.454, C5 1.481, C8 1.578, H14 1.065
5 C -0.3914 -0.6068 1.1609  C4 1.481, C6 1.337, H15 1.155
6 C -1.4468 -1.1489 0.5452  C5 1.337, C7 1.476, H16 1.146
7 C -2.0522 -0.1906 -0.3995  C6 1.476, C8 1.363, H17 1.091
8 C -1.2685 0.9240 -0.3878  C4 1.578, C7 1.363, H18 1.042
9 H 0.7397 -0.5407 -2.0040  C1 1.141
10 H 2.5275 -1.1437 -1.9072  C1 1.124
11 H 1.3039 -1.7599 -0.7561  C1 1.135
12 H 3.0839 0.5884 -0.4503  C2 1.102
13 H 1.6566 1.9382 0.6859  C3 1.096
14 H -0.3776 1.5239 1.5404  C4 1.065
15 H 0.4271 -1.1228 1.7911  C5 1.155
16 H -1.8495 -2.2218 0.5462  C6 1.146
17 H -2.9261 -0.4309 -1.0069  C7 1.091
18 H -1.4151 1.8701 -0.7990  C8 1.042

Results
net charge	0
Kohn-Sham gap	9.44	eV

***

Most stable structure among those shown: (two).